Entry 1:
Molecular formula: C42H43AsHgN4O2
Method: DFT, ωB97M-V/def2-TZVPD

Output
net charge: +1
2S+1: 2
total energy: -119313.180 eV
F_max: 0.46 eV/A

Structure (XYZ):
```
93
Properties=species:S:1:pos:R:3:forces:R:3:mulliken_charge:R:1
Hg -0.123 -0.603 -0.545 0.10 -0.39 -0.03 2.348
C 2.508 6.098 -1.081 0.00 0.00 0.01 -1.688
C 2.269 4.617 -0.975 -0.13 -0.04 -0.01 -0.023
C 3.308 3.710 -0.860 0.01 -0.08 -0.07 -0.039
C 3.038 2.345 -0.869 0.04 0.12 0.11 -0.403
C 4.075 1.335 -0.865 0.30 0.11 0.25 -0.676
N 4.979 1.225 0.058 -0.39 -0.20 -0.14 -0.029
C 4.839 1.700 1.454 0.00 0.02 -0.20 -0.524
C 4.929 0.494 2.404 0.00 0.05 0.07 -0.619
C 3.858 0.512 3.518 0.05 -0.03 -0.06 -1.189
N 2.699 -0.267 3.178 -0.13 -0.04 0.05 0.150
C 2.309 -1.374 3.877 0.03 0.07 -0.07 -0.150
C 1.237 -2.208 3.579 -0.08 -0.03 -0.07 0.090
C 0.917 -3.297 4.427 -0.01 -0.04 0.03 -0.956
C -0.175 -4.136 4.204 0.03 0.00 0.03 0.556
C -0.442 -5.296 5.126 0.00 0.00 0.00 -1.636
C -0.994 -3.889 3.128 0.02 0.04 -0.01 -0.953
C -0.729 -2.826 2.198 -0.05 -0.09 0.04 0.463
C -1.730 -2.561 1.238 0.02 -0.01 0.07 -0.149
N -1.723 -1.784 0.186 -0.06 0.25 -0.16 -0.330
C -2.988 -1.323 -0.374 -0.02 0.06 0.03 -0.299
C -3.388 0.060 0.187 0.03 0.01 0.03 -1.044
C -2.839 1.312 -0.504 0.04 0.01 -0.01 -0.755
N -1.377 1.375 -0.572 0.15 0.03 -0.09 0.022
C -0.795 2.478 -0.799 0.03 0.03 0.15 -0.868
C 0.654 2.733 -0.928 -0.09 -0.05 0.00 1.076
C 0.979 4.089 -0.999 0.10 0.11 0.03 -0.820
C 1.736 1.796 -0.887 -0.05 -0.13 0.23 1.240
O 1.722 0.503 -0.744 -0.22 0.32 -0.22 -1.112
C 0.418 -1.996 2.385 0.08 0.02 -0.05 0.942
O 0.749 -1.063 1.583 0.10 0.13 0.05 -1.106
H 3.519 6.356 -0.768 0.00 0.00 0.00 0.390
H 1.810 6.659 -0.460 0.00 0.00 0.00 0.402
H 2.383 6.441 -2.110 0.00 0.00 0.00 0.325
H 4.335 4.059 -0.821 0.00 0.00 0.00 0.467
H 4.114 0.622 -1.683 0.07 0.01 -0.09 0.462
H 5.688 0.514 -0.079 0.00 -0.01 -0.02 0.409
H 3.870 2.194 1.503 0.00 -0.02 0.05 0.423
H 5.609 2.440 1.668 0.00 0.02 -0.05 0.366
H 5.931 0.446 2.832 -0.01 0.03 0.03 0.378
H 4.774 -0.429 1.842 0.03 -0.01 -0.01 0.459
H 3.581 1.549 3.738 0.01 0.00 0.04 0.419
H 4.284 0.104 4.435 -0.02 -0.02 -0.01 0.456
H 2.133 -0.063 2.362 0.04 -0.02 -0.02 -0.013
H 2.894 -1.585 4.765 0.01 -0.01 0.00 0.318
H 1.546 -3.469 5.295 0.00 -0.01 0.00 0.330
H 0.000 -5.130 6.109 -0.01 0.01 0.01 0.362
H -0.019 -6.221 4.728 0.01 0.00 0.00 0.303
H -1.512 -5.455 5.261 -0.01 -0.01 0.00 0.363
H -1.867 -4.512 2.964 -0.02 0.01 -0.01 0.348
H -2.683 -3.067 1.428 -0.01 0.01 -0.01 0.234
H -3.783 -2.041 -0.148 0.02 -0.01 0.03 0.593
H -2.890 -1.266 -1.463 -0.06 -0.03 -0.01 -0.319
H -3.117 0.084 1.245 -0.02 -0.02 0.01 0.406
H -4.476 0.142 0.139 0.00 0.02 0.02 0.420
H -3.211 2.190 0.035 -0.05 0.03 -0.08 0.482
H -3.222 1.371 -1.529 0.02 -0.07 -0.01 0.294
H -1.399 3.391 -0.877 -0.01 -0.02 -0.03 0.222
H 0.152 4.793 -1.033 0.01 0.00 -0.01 0.442
C -1.003 -4.533 -5.624 -0.02 0.01 0.01 -0.479
C 0.177 -3.872 -5.926 0.02 0.00 0.00 -0.758
C 0.459 -2.640 -5.348 0.00 0.03 -0.09 -0.180
C -0.440 -2.068 -4.458 -0.06 0.02 0.05 -0.009
C -1.622 -2.741 -4.151 0.02 -0.03 0.04 -0.016
C -1.907 -3.964 -4.736 0.01 -0.01 -0.01 -0.823
As -0.173 -0.356 -3.580 0.10 -0.19 -0.01 0.875
C -1.277 0.800 -4.683 0.06 0.07 0.05 0.193
C -1.406 2.134 -4.300 -0.04 0.01 -0.01 -0.011
C -2.160 3.016 -5.061 -0.01 -0.01 0.00 -0.727
C -2.798 2.566 -6.208 0.00 0.00 0.01 -0.570
C -2.676 1.239 -6.591 0.00 -0.01 -0.01 -0.732
C -1.917 0.355 -5.834 -0.03 0.00 -0.01 -0.578
C 1.616 0.121 -4.188 -0.01 -0.02 0.07 -0.011
C 1.881 1.236 -4.972 -0.02 0.01 -0.03 -0.265
C 3.187 1.538 -5.342 0.01 0.01 -0.01 -0.736
C 4.232 0.718 -4.947 0.00 0.00 0.00 -0.483
C 3.972 -0.402 -4.164 0.03 0.01 0.03 -0.960
C 2.674 -0.685 -3.768 0.00 0.00 0.02 -0.202
H -1.221 -5.489 -6.080 0.00 -0.01 0.01 0.391
H 0.883 -4.312 -6.618 0.00 0.00 -0.01 0.422
H 1.375 -2.127 -5.612 0.00 0.00 0.02 0.369
H -2.332 -2.306 -3.455 0.01 -0.01 0.00 0.138
H -2.830 -4.475 -4.497 0.00 0.00 0.00 0.427
H -0.898 2.494 -3.414 0.03 0.00 0.03 0.507
H -2.250 4.051 -4.759 0.00 0.00 0.00 0.448
H -3.390 3.249 -6.803 0.00 0.00 0.00 0.389
H -3.167 0.886 -7.488 -0.01 0.00 0.00 0.426
H -1.829 -0.677 -6.147 0.02 0.00 0.01 0.418
H 1.072 1.869 -5.313 0.00 -0.01 0.00 0.426
H 3.381 2.406 -5.958 0.00 0.00 0.00 0.447
H 5.245 0.940 -5.260 0.00 0.00 0.00 0.411
H 4.782 -1.060 -3.872 0.00 0.00 0.00 0.534
H 2.482 -1.552 -3.145 0.00 -0.01 -0.01 0.459
```
Positions in Å, forces in eV/Å.



Entry 2:
Molecular formula: C42H43BrEuFI2N3OP2S3
Method: DFT, ωB97M-V/def2-TZVPD

Output
net charge: -2
relative energy (zero: lowest compared OMol25 entry of this formula, charge and spin): 308.3 kJ/mol
2S+1: 8
F_max: 3.25 eV/A

Structure (XYZ):
```
99
Properties=species:S:1:pos:R:3:forces:R:3:mulliken_charge:R:1
Eu 0.224 -0.905 1.025 -0.68 -0.79 -0.06 0.738
S 0.719 -2.895 5.283 -0.30 -0.24 0.02 -0.526
C 0.182 -2.780 3.651 0.56 0.31 1.68 0.067
S 1.296 -3.078 2.429 1.64 -0.92 -1.12 -0.447
S -1.340 -2.248 3.221 -1.26 0.32 -0.24 -0.387
I -2.560 -1.965 -0.491 0.55 -1.38 0.43 0.141
C -1.090 -3.594 -0.702 -1.77 -0.51 -0.65 -0.345
C -1.491 -4.910 -0.593 0.44 1.26 1.17 -0.600
C -0.526 -5.919 -0.839 -0.31 1.13 -0.54 -0.753
C 0.639 -5.619 -1.471 0.38 1.24 -0.13 -0.922
C 1.064 -4.243 -1.651 -2.25 -1.17 0.79 0.608
C 2.297 -3.889 -2.154 1.19 0.18 -0.26 -0.985
C 2.595 -2.554 -2.305 -0.60 1.20 -0.46 -0.752
C 1.629 -1.540 -1.979 0.70 -1.40 -0.38 -0.543
C 0.430 -1.882 -1.393 0.41 3.19 -0.47 -0.338
C 0.150 -3.204 -1.249 0.38 -2.09 0.13 2.055
H -2.469 -5.099 -0.163 0.15 -0.30 -0.09 0.395
H -0.710 -6.913 -0.545 -0.50 -1.19 -0.03 0.425
H 1.204 -6.417 -1.912 0.67 -0.29 0.25 0.355
H 2.998 -4.707 -2.343 0.04 0.42 -0.19 0.274
H 3.502 -2.171 -2.758 0.41 -0.46 0.04 0.457
H 1.854 -0.503 -2.246 0.20 -0.11 0.28 -0.054
C -4.779 -1.535 -4.775 -0.77 -0.81 0.84 -1.396
P -3.199 -1.267 -3.866 0.06 -0.84 -0.88 0.726
C -2.298 -2.697 -4.646 1.91 0.65 0.90 -0.941
C -2.531 0.059 -4.911 -0.19 1.10 1.02 -1.081
C -1.117 0.452 -4.474 1.59 -0.82 -0.17 -0.850
P -0.884 1.690 -3.121 -0.85 -0.37 0.52 1.227
C -2.008 3.020 -3.711 -1.36 0.40 0.35 -1.389
C 0.753 2.314 -3.641 -0.44 1.08 -1.00 -1.360
H -4.814 -1.242 -5.820 0.03 0.34 -0.11 0.365
H -5.506 -1.014 -4.135 -0.28 0.01 -0.70 0.311
H -5.057 -2.619 -4.744 0.25 0.83 0.14 0.381
H -2.996 -3.505 -4.658 -0.27 -0.69 -0.56 0.446
H -1.509 -2.996 -3.943 -0.16 -0.10 0.19 0.019
H -1.678 -2.516 -5.559 -1.17 -0.04 0.17 0.299
H -3.263 0.894 -4.789 0.62 -0.29 -0.28 0.310
H -2.536 -0.257 -5.933 -0.03 -0.13 -0.80 0.574
H -0.508 0.798 -5.337 -0.54 0.02 0.20 0.336
H -0.502 -0.432 -4.095 -0.96 0.68 -0.42 0.105
H -2.232 2.904 -4.773 0.54 0.53 -0.31 0.420
H -1.583 4.012 -3.420 -0.49 -0.68 -0.46 0.351
H -3.061 2.929 -3.279 1.50 0.09 0.03 0.216
H 0.941 2.144 -4.720 0.07 0.06 0.50 0.421
H 1.489 1.845 -3.040 0.89 -0.58 0.41 0.201
H 0.831 3.398 -3.454 -0.10 -0.33 0.01 0.393
C 2.750 -0.081 6.281 -1.65 0.03 0.56 -1.089
C 3.883 -0.180 5.342 0.75 -1.17 -0.39 0.699
C 4.671 0.918 5.101 0.24 -0.40 -0.08 -0.659
C 5.702 0.870 4.194 0.89 -1.14 -1.64 -0.548
C 5.956 -0.326 3.487 -2.26 -0.59 1.00 0.510
N 6.994 -0.400 2.550 1.36 0.84 -0.30 -0.051
C 7.076 -0.771 1.238 0.66 -0.79 -0.85 0.097
O 8.192 -0.930 0.710 -1.56 0.17 0.42 -0.737
N 5.860 -1.061 0.563 1.17 -0.50 -0.46 -0.041
C 4.783 -0.151 0.530 -0.59 1.14 0.97 -0.298
C 4.940 1.207 0.216 0.33 -0.19 -0.76 0.043
C 3.839 2.056 0.206 -0.96 -0.03 0.87 -0.947
C 2.607 1.591 0.774 1.49 -0.65 -1.90 -0.066
N 2.473 0.287 1.049 0.93 0.06 0.28 0.081
C 3.536 -0.569 0.934 -1.01 1.34 0.30 -0.021
C 5.157 -1.503 3.751 1.97 2.03 -0.34 -0.600
C 4.219 -1.442 4.739 -1.98 0.91 0.17 -0.244
H 1.984 -0.847 6.009 0.54 0.33 0.50 -0.026
H 2.179 0.895 6.263 0.97 -0.78 -0.09 0.303
H 3.130 -0.245 7.306 -0.45 -0.02 -0.24 0.280
H 4.518 1.812 5.651 -0.40 0.79 0.28 0.425
H 6.265 1.759 3.919 0.07 -0.08 0.19 0.345
H 7.890 -0.069 2.915 -0.39 -0.29 -0.53 0.270
H 5.956 -1.606 -0.312 0.38 0.58 0.97 0.295
H 5.950 1.512 -0.103 -0.62 0.13 0.05 0.424
H 3.848 3.066 -0.223 0.35 -0.36 0.46 0.390
H 1.718 2.242 0.777 0.39 -0.51 0.37 0.083
H 3.391 -1.581 1.270 -0.33 -0.34 -0.04 0.368
H 5.396 -2.356 3.136 -0.26 -0.39 0.21 0.348
H 3.524 -2.275 4.928 0.37 0.22 -0.06 0.277
F -1.985 4.883 2.854 -0.24 2.26 0.92 -0.373
C -1.685 3.671 2.452 0.36 -2.88 -0.64 0.501
C -1.037 3.511 1.220 -0.73 0.38 0.35 -0.744
C -0.896 2.223 0.681 0.54 3.01 0.39 -0.518
C -1.114 1.149 1.471 -0.19 -2.30 -1.94 0.401
C -1.780 1.304 2.633 -0.64 0.43 3.10 -0.165
C -2.082 2.559 3.218 0.33 -0.13 -1.24 -0.875
H -0.698 4.402 0.696 -0.27 0.08 -0.11 0.342
H -0.604 2.225 -0.359 0.54 -0.55 -0.27 0.234
H -2.000 0.377 3.195 -0.03 0.71 0.07 0.048
H -2.558 2.632 4.196 -0.02 0.22 -0.32 0.426
Br -7.082 0.228 1.508 0.39 0.14 -0.22 -0.177
C -7.003 2.073 1.046 1.04 -0.54 -1.09 0.247
C -8.104 2.806 1.429 -0.63 0.21 0.47 -0.427
C -8.159 4.161 1.209 -0.72 0.01 -0.30 -0.350
C -7.210 4.776 0.433 0.19 0.81 0.17 -0.696
C -6.133 4.037 -0.002 1.27 -0.77 -0.68 -0.232
C -5.949 2.653 0.264 -1.48 0.74 0.97 -0.117
I -4.171 1.741 -0.387 -0.60 -0.01 0.40 0.333
H -9.007 2.387 1.888 0.81 -0.36 0.05 0.317
H -9.038 4.658 1.580 -0.10 0.44 -0.03 0.334
H -7.286 5.848 0.196 0.14 -0.57 0.10 0.307
H -5.353 4.529 -0.591 -0.26 -0.15 0.18 0.330
```
Positions in Å, forces in eV/Å.



no.,molar mass (g mol⁻¹)
1,911.3
2,1268.6